The following is a DFT calculation (wB97M-V/def2-TZVPD) of C6H12ClNa2O10 as an isolated structure.

```
! wB97M-V def2-TZVPD RIJCOSX def2/J DEFGRID3
* xyz 1 1
H 2.196 4.370 0.891
O -1.171 -3.676 -4.039
O -1.116 0.021 1.265
H -1.468 -5.059 -5.931
O -0.967 3.706 2.672
Na -2.550 2.028 1.991
H -1.982 5.644 4.922
C -0.117 -4.244 -4.019
C 1.342 3.874 1.338
H -0.263 -6.248 -6.465
H 0.005 -3.176 -1.511
O 0.226 -5.304 -4.746
C -0.058 4.362 3.145
O 1.125 4.508 2.604
O 1.013 0.402 2.248
H 1.526 2.813 1.483
O -0.112 5.055 4.261
O 0.922 -3.920 -3.253
C 0.671 -2.871 -2.320
H 1.630 -2.687 -1.838
H 0.505 3.995 0.651
Cl 0.315 0.003 1.041
H 0.310 -1.992 -2.844
H -1.669 3.873 5.003
C -0.786 -5.839 -5.604
O 0.649 0.855 -0.060
C -1.245 4.869 5.115
O 0.700 -1.363 0.748
H -1.318 -6.644 -5.101
Na 2.574 -2.307 2.213
H -0.888 4.955 6.138
*
```

Summary:
**Gap between HOMO and LUMO**: 8.4 eV
**HOMO energy**: -12.436 eV